# 1
Below is a 2-piece molecular cluster, C3H11N2O2 overall in a non-equilibrium geometry, with properties calculated with wB97M-V/def2-TZVPD.

Atoms and positions in Å:
C1 0.332 -0.129 1.192
N1 -0.391 0.849 0.347
C2 -1.730 0.251 -0.194
O1 -2.335 -0.595 0.595
C3 0.770 -1.370 0.395
N2 1.824 -1.168 -0.610
H1 -0.387 -0.510 1.929
H2 1.118 0.301 1.819
H3 -0.822 1.533 0.961
H4 -1.481 -0.185 -1.200
H5 -2.233 1.226 -0.458
H6 -0.135 -1.680 -0.124
H7 1.026 -2.125 1.146
H8 2.293 -0.285 -0.483
H9 1.317 -0.926 -1.452
H10 0.726 2.355 -1.880
H11 0.517 1.453 -0.556
O2 1.252 1.772 -1.350

HOMO level = -3.3 eV
Net charge = -1
ΔE to the lowest compared entry with this formula, charge and spin = 48.3 kJ/mol
HOMO-LUMO gap = 7.49 eV


# 2
Below is an isolated ion of composition C10H15FN3 and charge +1 in a non-equilibrium geometry, with properties calculated with wB97M-V/def2-TZVPD.

Atoms and positions in Å:
C1 1.795 1.103 -1.954
C2 0.642 1.732 -2.183
C3 1.652 -0.962 -0.515
C4 -0.736 0.274 0.165
C5 1.916 0.342 -0.643
C6 -0.437 2.580 0.165
C7 -0.598 1.915 -1.276
C8 -1.284 -2.059 -0.025
C9 -0.782 -1.332 2.299
C10 -0.494 -1.078 0.794
N1 -0.304 1.299 0.952
N2 -0.999 0.552 -1.042
N3 1.038 -1.664 0.621
F1 1.465 -1.742 -1.568
H1 2.462 1.086 -2.699
H2 0.523 2.248 -3.151
H3 2.039 0.906 0.374
H4 -0.428 1.342 1.930
H5 0.439 3.171 0.062
H6 -1.307 3.124 0.245
H7 -1.281 2.400 -1.811
H8 -1.348 -3.080 0.329
H9 -2.360 -1.903 -0.038
H10 -0.949 -1.780 -0.990
H11 -0.198 -0.726 2.922
H12 -1.925 -1.020 2.602
H13 -0.917 -2.362 2.555
H14 1.626 -1.756 1.493
H15 0.751 -2.611 0.387

HOMO level (spin up / spin down) = -9.9 / -12.7 eV
Net charge = +1
ΔE to the lowest compared entry with this formula, charge and spin = 290.3 kJ/mol
Multiplicity = 3
HOMO-LUMO gap (spin up / spin down) = 6.87 / 6.51 eV


# 3
Below is the molecule C9H12N4O2 in a non-equilibrium geometry, with properties calculated with wB97M-V/def2-TZVPD.

Atoms and positions in Å:
O1 0.135 3.147 -3.721
O2 -1.043 -2.343 0.873
N1 -0.691 -0.496 2.012
C1 0.003 1.895 -3.713
C2 -0.288 -0.371 -2.749
C3 -0.054 1.672 -1.390
C4 -0.502 -1.080 -1.593
C5 -0.201 0.943 -0.259
C6 -0.180 1.045 -2.625
C7 -0.432 -0.437 -0.327
N2 0.489 1.359 -4.874
N3 -0.215 -0.968 3.143
N4 -0.663 -1.138 0.884
C8 -0.518 0.010 4.290
C9 1.113 -1.702 3.209
H1 -0.268 -0.820 -3.755
H2 0.249 2.723 -1.223
H3 -0.684 -2.133 -1.550
H4 0.229 1.337 0.719
H5 0.634 1.972 -5.676
H6 0.463 0.367 -5.128
H7 -0.170 -0.350 5.283
H8 -1.600 0.068 4.338
H9 -0.212 1.045 4.076
H10 1.934 -1.049 3.017
H11 1.301 -2.101 4.236
H12 1.172 -2.595 2.504

HOMO level = -7.5 eV
Structure (SMILES) = CN(C)/N=[N+](\[O-])c1ccc(C(N)=O)cc1
ΔE to the lowest compared entry with this formula, charge and spin = 451.1 kJ/mol
HOMO-LUMO gap = 6.64 eV


Copy entry 3 word for word.
Below is the molecule C9H12N4O2 in a non-equilibrium geometry, with properties calculated with wB97M-V/def2-TZVPD.

Atoms and positions in Å:
O1 0.135 3.147 -3.721
O2 -1.043 -2.343 0.873
N1 -0.691 -0.496 2.012
C1 0.003 1.895 -3.713
C2 -0.288 -0.371 -2.749
C3 -0.054 1.672 -1.390
C4 -0.502 -1.080 -1.593
C5 -0.201 0.943 -0.259
C6 -0.180 1.045 -2.625
C7 -0.432 -0.437 -0.327
N2 0.489 1.359 -4.874
N3 -0.215 -0.968 3.143
N4 -0.663 -1.138 0.884
C8 -0.518 0.010 4.290
C9 1.113 -1.702 3.209
H1 -0.268 -0.820 -3.755
H2 0.249 2.723 -1.223
H3 -0.684 -2.133 -1.550
H4 0.229 1.337 0.719
H5 0.634 1.972 -5.676
H6 0.463 0.367 -5.128
H7 -0.170 -0.350 5.283
H8 -1.600 0.068 4.338
H9 -0.212 1.045 4.076
H10 1.934 -1.049 3.017
H11 1.301 -2.101 4.236
H12 1.172 -2.595 2.504

HOMO level = -7.5 eV
Structure (SMILES) = CN(C)/N=[N+](\[O-])c1ccc(C(N)=O)cc1
ΔE to the lowest compared entry with this formula, charge and spin = 451.1 kJ/mol
HOMO-LUMO gap = 6.64 eV


Which value of ΔE to the lowest compared entry with this formula, charge and spin does entry 1 give? 48.3 kJ/mol


Repeat the third record exactly.
Below is the molecule C9H12N4O2 in a non-equilibrium geometry, with properties calculated with wB97M-V/def2-TZVPD.

Atoms and positions in Å:
O1 0.135 3.147 -3.721
O2 -1.043 -2.343 0.873
N1 -0.691 -0.496 2.012
C1 0.003 1.895 -3.713
C2 -0.288 -0.371 -2.749
C3 -0.054 1.672 -1.390
C4 -0.502 -1.080 -1.593
C5 -0.201 0.943 -0.259
C6 -0.180 1.045 -2.625
C7 -0.432 -0.437 -0.327
N2 0.489 1.359 -4.874
N3 -0.215 -0.968 3.143
N4 -0.663 -1.138 0.884
C8 -0.518 0.010 4.290
C9 1.113 -1.702 3.209
H1 -0.268 -0.820 -3.755
H2 0.249 2.723 -1.223
H3 -0.684 -2.133 -1.550
H4 0.229 1.337 0.719
H5 0.634 1.972 -5.676
H6 0.463 0.367 -5.128
H7 -0.170 -0.350 5.283
H8 -1.600 0.068 4.338
H9 -0.212 1.045 4.076
H10 1.934 -1.049 3.017
H11 1.301 -2.101 4.236
H12 1.172 -2.595 2.504

HOMO level = -7.5 eV
Structure (SMILES) = CN(C)/N=[N+](\[O-])c1ccc(C(N)=O)cc1
ΔE to the lowest compared entry with this formula, charge and spin = 451.1 kJ/mol
HOMO-LUMO gap = 6.64 eV


Among the records above, which one has the lowest ΔE to the lowest compared entry with this formula, charge and spin? C3H11N2O2